The following is a DFT calculation (ωB97M-V/def2-TZVPD) of a structure of composition C57H66BN8O4S4TeV at a distorted geometry.

Last column: Löwdin charge in e.
Cartesian coordinates (Å):
V: 0.42423 1.72555 -0.29349  0.3146
C: -4.58381 0.69148 0.25945  -0.0487
C: -3.50311 -0.12288 0.87905  -0.2289
C: -3.75551 -1.13058 1.77158  0.0794
C: -2.68221 -1.93242 2.23157  -0.2043
N: -1.44718 -1.60404 1.97650  0.1780
N: -1.17063 -0.54332 1.21813  0.0414
B: 0.29545 -0.07148 1.21970  -0.5214
N: 1.25695 -1.12533 0.60248  0.0293
N: 1.48290 -2.13710 1.42989  0.1718
C: 2.33179 -3.07805 1.12852  -0.1996
C: 3.09257 -3.02099 -0.06360  0.0842
C: 2.88069 -1.98841 -0.93446  -0.2201
C: 3.67873 -1.79279 -2.17254  -0.0386
C: 1.88000 -1.03610 -0.59572  -0.4947
S: 1.48540 0.21368 -1.66367  0.8764
C: 2.44006 -4.25104 2.07386  -0.5381
C: 1.50368 -5.33202 1.51672  -0.0217
C: 1.99066 -3.83439 3.47239  -0.0587
C: 3.87304 -4.78791 2.14127  -0.0437
N: 0.78857 0.17929 2.62628  0.1204
N: 0.35826 -0.50269 3.70283  0.2243
C: 1.06589 -0.47351 4.79577  -0.2099
C: 2.34155 0.13870 4.82618  0.0982
C: 2.55570 1.15545 3.90376  -0.1504
C: 3.60864 2.19053 4.12980  0.0070
C: 1.67158 1.22082 2.83747  -0.0407
S: 2.83005 2.42588 0.04326  1.0949
C: 0.44557 -0.96961 6.08661  -0.5276
C: -1.07597 -0.89029 5.95479  -0.0386
C: 0.90404 -2.39717 6.40507  -0.0218
C: 0.87986 -0.05110 7.23725  -0.0394
C: -2.14467 0.14216 0.56401  -0.4999
S: -1.77051 1.28398 -0.64898  0.7680
C: -2.97990 -3.21192 2.98321  -0.5388
C: -1.68882 -3.89976 3.41682  -0.0422
C: -3.74048 -4.14546 2.02721  -0.0282
C: -3.84644 -2.90295 4.21188  -0.0261
H: -5.52254 0.54269 0.78657  0.0899
H: -4.70921 0.39866 -0.78251  0.0785
H: -4.31516 1.74657 0.27147  0.0767
H: -4.76342 -1.32857 2.09229  0.1249
H: 3.83786 -3.76833 -0.27571  0.1240
H: 4.37605 -2.61329 -2.31649  0.0926
H: 4.23792 -0.86007 -2.09038  0.0969
H: 3.02039 -1.70566 -3.03595  0.0529
H: 0.48546 -4.95646 1.46881  0.0690
H: 1.52532 -6.20546 2.16131  0.0930
H: 1.80897 -5.63102 0.51672  0.0899
H: 1.08854 -3.23799 3.40820  0.0408
H: 2.76572 -3.23920 3.94776  0.0850
H: 1.80476 -4.71466 4.07981  0.0956
H: 4.15921 -5.30150 1.22786  0.0785
H: 3.95047 -5.50422 2.95467  0.0915
H: 4.57839 -3.98095 2.32850  0.0934
H: 3.02872 -0.03038 5.63419  0.1300
H: 4.27400 1.88616 4.93221  0.0933
H: 3.14910 3.13908 4.40352  0.0990
H: 4.18866 2.36227 3.22704  0.0897
H: -1.39960 -1.43637 5.07609  0.0398
H: -1.39413 0.14597 5.84487  0.0883
H: -1.55582 -1.30180 6.83838  0.0999
H: 0.47201 -3.11868 5.71933  0.0643
H: 0.60430 -2.65575 7.41801  0.0960
H: 1.98743 -2.46795 6.33903  0.0872
H: 0.76616 0.99637 6.97128  0.0874
H: 1.91266 -0.22389 7.51765  0.0828
H: 0.26379 -0.25022 8.10784  0.0944
H: -1.04541 -4.04948 2.55583  0.0581
H: -1.91781 -4.86449 3.86252  0.0981
H: -1.15962 -3.29091 4.14215  0.0526
H: -3.15357 -4.33001 1.12905  0.0945
H: -4.70208 -3.72827 1.73866  0.0829
H: -3.91824 -5.09709 2.52093  0.0905
H: -3.36911 -2.15539 4.83981  0.0690
H: -3.97804 -3.80670 4.79954  0.0940
H: -4.83330 -2.54171 3.93459  0.0802
O: 0.73221 4.72775 0.21330  -0.2399
S: 1.73904 4.79035 1.23239  0.7134
O: 2.81495 5.70421 1.08701  -0.2323
N: 2.36285 3.21346 1.49564  -0.3500
C: 1.24468 2.50585 2.15443  -0.5359
O: 0.26876 2.21822 1.26957  -0.2638
C: 0.69048 3.49582 3.17560  -0.1232
C: -0.12032 3.18830 4.25702  0.0182
C: -0.66582 4.23103 4.99013  -0.0380
C: -0.37576 5.55058 4.67272  -0.0400
C: 0.41415 5.85415 3.56963  -0.0078
C: 0.92131 4.81183 2.82316  -0.1776
H: -0.34121 2.16013 4.50659  0.1134
H: -1.33407 4.00407 5.80758  0.1146
H: -0.79216 6.34942 5.26662  0.1164
H: 0.61713 6.87479 3.29408  0.1280
C: -5.07494 -0.20220 -8.44456  -0.0481
C: -4.10342 0.19530 -7.37749  -0.2690
C: -2.86676 0.74131 -7.67873  -0.0136
C: -1.98148 1.14412 -6.68624  -0.2955
C: -0.68585 1.76491 -7.11181  -0.0740
C: -2.32201 0.97554 -5.34019  -0.3478
Te: -0.95176 1.63132 -3.76685  1.5170
N: 0.70297 2.63114 -1.82518  -0.2347
C: 1.64956 3.40216 -2.05750  -0.4679
O: 2.74638 3.47637 -1.16850  -0.3654
C: 1.83047 4.19150 -3.27206  -0.1694
C: 0.68948 4.63878 -3.94067  -0.0726
C: 0.81085 5.25653 -5.17048  -0.0661
C: 2.06611 5.44675 -5.72779  -0.0681
C: 3.20148 5.04932 -5.03985  -0.0697
C: 3.09391 4.42163 -3.81205  -0.0152
C: 0.52735 0.27545 -4.48878  -0.4948
C: 1.69289 0.77824 -5.04842  -0.1516
C: 2.64848 -0.07927 -5.56463  -0.0801
C: 2.43064 -1.44563 -5.53286  -0.0946
C: 1.29088 -1.94658 -4.92490  -0.0636
C: 0.33716 -1.10178 -4.37144  -0.3447
C: -0.82248 -1.66441 -3.60929  -0.0671
C: -3.57438 0.43711 -5.02243  -0.3199
C: -4.05216 0.27376 -3.60771  -0.0978
C: -4.43601 0.04947 -6.03883  -0.0233
H: -4.68829 0.02808 -9.43291  0.0742
H: -6.01782 0.32552 -8.30989  0.0825
H: -5.28242 -1.26940 -8.38829  0.0823
H: -2.58142 0.87727 -8.71230  0.1172
H: -0.83510 2.38556 -7.99266  0.0828
H: 0.03928 0.98980 -7.35978  0.0880
H: -0.27295 2.38106 -6.30994  0.0161
H: -0.27476 4.52308 -3.46393  0.0824
H: -0.06932 5.59545 -5.69416  0.1112
H: 2.16302 5.91275 -6.69637  0.1072
H: 4.17635 5.22739 -5.46707  0.1064
H: 3.97342 4.08755 -3.28237  0.1180
H: 1.86040 1.84700 -5.07157  0.0950
H: 3.55467 0.31770 -5.99636  0.1056
H: 3.15319 -2.12527 -5.95920  0.1065
H: 1.14427 -3.01626 -4.87140  0.1138
H: -0.64498 -2.71010 -3.36664  0.0807
H: -1.74448 -1.59197 -4.18665  0.0801
H: -0.95393 -1.10563 -2.67720  0.0367
H: -3.26682 0.53036 -2.89572  -0.0304
H: -4.37595 -0.75180 -3.43319  0.0861
H: -4.90555 0.92960 -3.43729  0.0873
H: -5.39984 -0.36402 -5.77760  0.1213

Calculated values
Multiplicity: 2
Relative energy (zero: lowest compared OMol25 entry of this formula, charge and spin), eV: 3.9129
HOMO-LUMO gap (spin up / spin down), Eh: 0.18022 / 0.17785
F_max, hartree/bohr: 0.111
Net charge: +1
⟨S²⟩: 0.915
E_HOMO (spin up / spin down), eV: -8.7 / -8.7
E_LUMO (spin up / spin down), eV: -3.818 / -3.910
Electronic energy, Ha: -5780.0223